This record from OMol25 describes a cluster of 2 separate species, C36H39N4 in total. The level of theory is ωB97M-V/def2-TZVPD.

Element x y z (Å)
1 C -5.8069 -2.3100 1.7573
2 N -4.5715 -2.5189 2.4876
3 C -4.5993 -3.6252 3.4284
4 C -3.3937 -1.9397 2.1284
5 C -3.3231 -0.8623 1.1911
6 C -2.1236 -0.2450 0.9089
7 C -0.9043 -0.6956 1.4960
8 C 0.3146 0.0230 1.4234
9 C 1.5759 -0.6066 1.5758
10 C 2.5811 0.0004 2.3779
11 C 3.6992 -0.7095 2.7655
12 C 3.9695 -2.0004 2.2203
13 N 5.1237 -2.6615 2.5015
14 C 6.2068 -2.0896 3.2797
15 C 5.3825 -4.0001 2.0056
16 C 3.0001 -2.5776 1.3464
17 C 1.8333 -1.9059 1.0430
18 C -0.9807 -1.8630 2.3232
19 C -2.1804 -2.4101 2.6997
20 H -5.9204 -1.2663 1.4389
21 H -5.8744 -2.9607 0.8655
22 H -6.6275 -2.5752 2.4347
23 H -4.0258 -3.3835 4.3318
24 H -5.6445 -3.7985 3.7035
25 H -4.1782 -4.5501 2.9987
26 H -4.2367 -0.5117 0.7067
27 H -2.0852 0.5931 0.2091
28 H 0.2834 1.0970 1.5787
29 H 2.4019 1.0094 2.7595
30 H 4.3750 -0.2638 3.4933
31 H 6.0781 -1.0130 3.4349
32 H 6.3011 -2.5797 4.2605
33 H 7.1476 -2.2642 2.7390
34 H 5.1377 -4.0841 0.9387
35 H 6.4469 -4.2014 2.1525
36 H 4.8025 -4.7633 2.5522
37 H 3.1685 -3.5648 0.9147
38 H 1.0849 -2.3815 0.4031
39 H -0.0655 -2.3038 2.7225
40 H -2.1800 -3.2283 3.4216
41 N 6.1793 4.5066 -0.8216
42 C 5.2352 3.8607 -1.0771
43 C 4.0563 3.1089 -1.3897
44 C 2.8905 3.8040 -1.7332
45 C 1.7385 3.1091 -2.0601
46 C 1.6755 1.6872 -1.9928
47 C 0.4871 0.9445 -2.3295
48 C -0.7947 1.5066 -2.4750
49 N -1.6854 0.9983 -3.3699
50 C -1.2942 0.0313 -4.3854
51 C -2.5596 -0.2343 -5.2177
52 C -3.7313 0.2095 -4.3348
53 C -3.1400 1.1060 -3.2386
54 C -1.2092 2.6243 -1.5802
55 C -0.6754 2.6502 -0.2802
56 C -1.0884 3.5673 0.6799
57 C -2.0111 4.5535 0.3195
58 C -2.4700 4.6173 -0.9998
59 C -2.0801 3.6672 -1.9471
60 C 2.8703 1.0069 -1.6233
61 C 4.0344 1.7040 -1.3390
62 H 2.8960 4.8943 -1.7377
63 H 0.8508 3.6600 -2.3697
64 H 0.6323 -0.1080 -2.6006
65 H -0.4574 0.3886 -5.0016
66 H -0.9743 -0.9071 -3.9019
67 H -2.5374 0.3556 -6.1426
68 H -2.6369 -1.2889 -5.5024
69 H -4.4928 0.7401 -4.9087
70 H -4.2115 -0.6640 -3.8861
71 H -3.4772 0.7878 -2.2391
72 H -3.4889 2.1369 -3.3706
73 H 0.0852 1.9125 -0.0382
74 H -0.6926 3.5213 1.6983
75 H -2.3459 5.2781 1.0649
76 H -3.1445 5.4207 -1.2918
77 H -2.4219 3.7533 -2.9786
78 H 2.8501 -0.0894 -1.5554
79 H 4.9465 1.1711 -1.0621

## Properties
Energy above the lowest of the compared OMol25 structures with the same formula, charge and spin (eV): 0.0338
Net charge: +1
Orbital gap (hartree): 0.177



This record from OMol25 describes a structure of composition C36H39N4O2RuSSb2. The level of theory is ωB97M-V/def2-TZVPD.

Element x y z (Å)
1 Ru 0.1328 -0.7424 0.3732
2 C 2.8849 -1.4636 2.5277
3 O 1.7589 -0.6212 2.1987
4 C 1.2029 0.1107 3.2194
5 C 1.5393 -0.0358 4.5521
6 C 0.9267 0.7797 5.4960
7 C -0.0133 1.7360 5.1231
8 C -0.3421 1.8884 3.7929
9 C 0.2639 1.0763 2.8315
10 N -0.0583 1.1644 1.4591
11 N -0.4974 2.2928 1.1133
12 C -0.9865 2.5705 -0.1324
13 C -1.4348 1.5652 -1.0961
14 O -1.3588 0.3154 -0.8398
15 C -2.0042 1.9901 -2.3239
16 C -2.1215 3.3112 -2.6033
17 C -1.6999 4.3299 -1.6821
18 C -1.8442 5.6716 -1.9923
19 C -1.4423 6.6584 -1.0846
20 C -0.8928 6.2995 0.1404
21 C -0.7397 4.9663 0.4701
22 C -1.1398 3.9500 -0.4327
23 H 2.5897 -2.2355 3.2348
24 H 3.6893 -0.8525 2.9346
25 H 3.2000 -1.9209 1.5944
26 H 2.2729 -0.7614 4.8700
27 H 1.1905 0.6618 6.5384
28 H -0.4880 2.3533 5.8726
29 H -1.0815 2.6120 3.4801
30 H -2.3169 1.2240 -3.0202
31 H -2.5479 3.6251 -3.5493
32 H -2.2762 5.9593 -2.9426
33 H -1.5659 7.7022 -1.3402
34 H -0.5883 7.0650 0.8406
35 H -0.3183 4.6901 1.4256
36 C 4.1163 -0.0980 -0.4725
37 Sb 2.1472 0.2415 -1.1665
38 C 2.0835 2.3487 -1.3576
39 C 2.2635 -0.3433 -3.2184
40 C 0.9612 -0.1800 -3.9488
41 C 0.7116 1.0129 -4.6256
42 C -0.4510 1.1947 -5.3581
43 C -1.3945 0.1795 -5.4125
44 C -1.1591 -1.0108 -4.7415
45 C 0.0124 -1.2113 -4.0132
46 C 0.2624 -2.5569 -3.3963
47 Sb -0.3221 -2.7615 -1.3530
48 C -2.4263 -2.8823 -1.4556
49 C 0.3200 -4.7221 -0.8864
50 H 4.7950 0.4087 -1.1574
51 H 4.3457 -1.1613 -0.4653
52 H 4.2358 0.3183 0.5253
53 H 3.0110 2.6683 -1.8316
54 H 1.9967 2.8184 -0.3796
55 H 1.2404 2.6342 -1.9854
56 H 2.6577 -1.3576 -3.2511
57 H 3.0282 0.3147 -3.6343
58 H 1.4658 1.7922 -4.6197
59 H -0.6021 2.1119 -5.9123
60 H -2.2926 0.2962 -6.0047
61 H -1.8764 -1.8195 -4.8262
62 H 1.3028 -2.8719 -3.4626
63 H -0.3349 -3.3231 -3.8943
64 H -2.7021 -3.6959 -2.1248
65 H -2.8147 -1.9395 -1.8350
66 H -2.8249 -3.0794 -0.4619
67 H 0.0808 -5.3503 -1.7438
68 H -0.2105 -5.0785 -0.0067
69 H 1.3931 -4.7434 -0.7097
70 N -2.8538 -0.0926 1.7930
71 C -2.2141 -1.1368 2.3367
72 N -1.1028 -1.6576 1.8259
73 C -0.6847 -2.7723 2.5826
74 C 0.4167 -3.5769 2.3220
75 C 0.6909 -4.6322 3.1767
76 C -0.1156 -4.8828 4.2865
77 C -1.2131 -4.0836 4.5582
78 C -1.4825 -3.0335 3.6926
79 S -2.8050 -1.8959 3.7665
80 H -2.6651 0.1376 0.8280
81 H -3.7455 0.1886 2.1695
82 H 1.0515 -3.3851 1.4636
83 H 1.5401 -5.2737 2.9813
84 H 0.1136 -5.7130 4.9399
85 H -1.8438 -4.2799 5.4147

## Properties
Energy above the lowest of the compared OMol25 structures with the same formula, charge and spin (eV): 0.0000
Net charge: +3
Multiplicity: 5
Orbital gap (alpha / beta) (hartree): 0.251 / 0.180



This record from OMol25 describes a structure of composition C36H40N2O8P4PdTe. The level of theory is ωB97M-V/def2-TZVPD.

Element x y z (Å)
1 Pd -1.0008 1.7865 0.0101
2 Te -1.8051 -2.9958 -0.0528
3 C -0.2550 -4.2995 0.5212
4 C -0.1729 -4.7365 1.8356
5 C 0.8548 -5.6180 2.1588
6 N 1.7438 -6.0534 1.2742
7 C 1.6375 -5.6444 0.0144
8 C 0.6525 -4.7648 -0.4215
9 C -0.6718 -1.2224 -0.1563
10 P -0.3793 -0.4035 1.3903
11 C -1.0442 -1.4758 2.7065
12 C -2.4267 -1.7149 2.8122
13 C -2.9249 -2.5402 3.8144
14 C -2.0667 -3.0847 4.7557
15 C -0.7069 -2.8042 4.6952
16 C -0.1946 -2.0061 3.6813
17 C 1.3823 -0.2499 1.7497
18 C 1.8010 0.8748 2.4551
19 C 3.1091 0.9501 2.9162
20 C 3.9960 -0.0859 2.6586
21 C 3.5774 -1.2103 1.9505
22 C 2.2698 -1.2992 1.5061
23 P -0.4921 -0.6528 -1.8045
24 C -0.4322 -2.0910 -2.8665
25 C -1.6230 -2.6707 -3.3222
26 C -1.5736 -3.7916 -4.1372
27 C -0.3460 -4.3150 -4.5231
28 C 0.8357 -3.7211 -4.0990
29 C 0.7976 -2.6086 -3.2696
30 C 0.9900 0.3184 -2.0125
31 C 2.1894 -0.0677 -1.4136
32 C 3.3641 0.5933 -1.7253
33 C 3.3470 1.6408 -2.6378
34 C 2.1557 2.0329 -3.2363
35 C 0.9789 1.3700 -2.9347
36 H -0.8729 -4.4148 2.5972
37 H 0.9601 -5.9831 3.1759
38 H 2.3696 -6.0343 -0.6864
39 H 0.6088 -4.4727 -1.4618
40 H -3.1191 -1.1658 2.1905
41 H -3.9923 -2.7076 3.8850
42 H -2.4584 -3.7007 5.5556
43 H -0.0377 -3.2037 5.4474
44 H 0.8634 -1.8026 3.6636
45 H 1.1123 1.6870 2.6429
46 H 3.4321 1.8171 3.4793
47 H 5.0161 -0.0245 3.0166
48 H 4.2692 -2.0228 1.7635
49 H 1.9286 -2.1977 0.9944
50 H -2.5787 -2.2279 -3.0719
51 H -2.4923 -4.2402 -4.4914
52 H -0.3105 -5.1773 -5.1769
53 H 1.7906 -4.1164 -4.4223
54 H 1.7215 -2.1475 -2.9519
55 H 2.2060 -0.8986 -0.7165
56 H 4.2951 0.2862 -1.2646
57 H 4.2701 2.1474 -2.8923
58 H 2.1485 2.8425 -3.9552
59 H 0.0606 1.6629 -3.4258
60 C -5.4835 2.7415 0.6328
61 C -4.4013 2.3729 -0.3695
62 O -4.9370 1.9092 -1.6126
63 P -3.3419 0.9455 0.2535
64 O -1.6793 0.1380 -2.5093
65 O -3.9244 -0.3307 -0.5600
66 O -3.2952 0.7073 1.7143
67 P -3.1705 3.7366 -0.5870
68 O -2.3465 3.1560 -1.9042
69 O -3.7457 5.0512 -0.8506
70 O -2.2301 3.4594 0.5787
71 H -6.2136 1.9342 0.7098
72 H -5.9756 3.6595 0.3054
73 H -5.0542 2.9158 1.6191
74 H -5.7932 2.3270 -1.7655
75 H -1.8922 1.0403 -2.1901
76 H -4.5027 -0.0116 -1.2824
77 H -2.6285 3.6151 -2.7100
78 C 3.4651 3.3231 0.5514
79 N 2.4917 4.3697 0.2576
80 C 3.0006 5.7483 0.2743
81 C 1.2293 4.0683 -0.0232
82 C 0.2552 5.1710 -0.2958
83 O 0.8721 2.8571 -0.0528
84 H 4.2182 3.2811 -0.2368
85 H 2.9625 2.3633 0.6215
86 H 3.9642 3.5477 1.4950
87 H 4.0584 5.7133 0.5132
88 H 2.5019 6.3485 1.0339
89 H 2.8923 6.2263 -0.6983
90 H 0.7104 6.1518 -0.3808
91 H -0.4897 5.1815 0.4972
92 H -0.2743 4.9379 -1.2169

## Properties
Energy above the lowest of the compared OMol25 structures with the same formula, charge and spin (eV): 1.9624
Net charge: +2
Multiplicity: 5
Orbital gap (alpha / beta) (hartree): 0.259 / 0.209



This record from OMol25 describes a structure of composition C36H40N7O4PRuSTe2. The level of theory is ωB97M-V/def2-TZVPD.

Element x y z (Å)
1 Ru -0.5508 1.2342 -1.8491
2 N -1.9440 5.0442 -3.4203
3 C -1.2798 3.8943 -3.1731
4 S -2.2778 2.4977 -2.6831
5 N 0.0153 3.8792 -3.2542
6 N 0.4980 2.6367 -2.9353
7 C 1.7356 2.3698 -3.0715
8 C 2.0741 0.9514 -2.9429
9 C 3.3406 0.4626 -3.1439
10 C 3.5268 -0.9198 -3.2043
11 C 2.4337 -1.7445 -3.0713
12 C 1.1864 -1.1864 -2.8063
13 N 1.0075 0.1255 -2.7146
14 H -2.9224 4.9919 -3.6484
15 H -1.4138 5.7914 -3.8429
16 H 2.4495 3.1370 -3.3512
17 H 4.1609 1.1545 -3.2763
18 H 4.5147 -1.3321 -3.3585
19 H 2.5280 -2.8169 -3.1548
20 H 0.3071 -1.7992 -2.6798
21 C -0.6534 3.2884 2.0512
22 Te -0.6346 3.5164 -0.0605
23 C -2.3734 4.6961 0.2153
24 C -2.2862 5.1589 1.6517
25 C -3.0034 6.2659 2.0959
26 C -2.8762 6.7002 3.4039
27 C -2.0488 6.0179 4.2872
28 C -1.3524 4.9002 3.8609
29 C -1.4598 4.4713 2.5411
30 H 0.3706 3.3298 2.4131
31 H -1.0900 2.3357 2.3523
32 H -3.2698 4.0998 0.0313
33 H -2.3709 5.5241 -0.4901
34 H -3.6545 6.7945 1.4102
35 H -3.4103 7.5816 3.7331
36 H -1.9335 6.3678 5.3043
37 H -0.7074 4.3649 4.5472
38 O 1.0694 1.4493 -0.3983
39 N 1.2920 0.6649 0.6286
40 C 1.9401 1.2202 1.5984
41 C 2.5860 2.5018 1.4620
42 N 3.1206 3.5108 1.3354
43 C 2.0740 0.4903 2.8291
44 N 2.1249 -0.0818 3.8238
45 Te 1.6479 -2.3456 0.4729
46 C 1.7135 -4.2902 1.2983
47 C 1.8148 -4.4332 2.6788
48 C 1.8406 -5.7005 3.2451
49 C 1.7683 -6.8270 2.4382
50 C 1.6629 -6.6886 1.0615
51 C 1.6262 -5.4225 0.4927
52 C 3.7526 -2.2465 0.2229
53 C 4.3630 -3.1318 -0.6659
54 C 5.7200 -3.0403 -0.9362
55 C 6.4848 -2.0509 -0.3289
56 C 5.8896 -1.1806 0.5704
57 C 4.5306 -1.2824 0.8504
58 H 1.8825 -3.5554 3.3103
59 H 1.9169 -5.8088 4.3193
60 H 1.7929 -7.8135 2.8822
61 H 1.6049 -7.5667 0.4309
62 H 1.5377 -5.3178 -0.5820
63 H 3.7713 -3.8989 -1.1525
64 H 6.1810 -3.7365 -1.6261
65 H 7.5398 -1.9628 -0.5534
66 H 6.4797 -0.4181 1.0629
67 H 4.0945 -0.6061 1.5735
68 C -5.5560 -0.4193 -1.1127
69 C -4.3261 0.4563 -1.0769
70 O -3.2951 -0.2161 -0.3238
71 P -1.7836 -0.4301 -0.7907
72 O -1.7856 -1.6530 -1.8110
73 C -2.5391 -2.8729 -1.5809
74 C -3.2858 -3.2253 -2.8436
75 O -1.2208 -1.1221 0.5154
76 C -1.5425 -0.7336 1.8726
77 C -2.5790 -1.6620 2.4595
78 H -6.3685 0.1098 -1.6113
79 H -5.8736 -0.6700 -0.1009
80 H -5.3627 -1.3443 -1.6550
81 H -4.5342 1.3988 -0.5704
82 H -3.9741 0.6729 -2.0856
83 H -3.2150 -2.7259 -0.7378
84 H -1.8209 -3.6477 -1.3125
85 H -4.0060 -2.4486 -3.1015
86 H -3.8192 -4.1666 -2.7088
87 H -2.5942 -3.3351 -3.6790
88 H -1.8808 0.3053 1.8854
89 H -0.6021 -0.8023 2.4198
90 H -3.5547 -1.5041 2.0016
91 H -2.6607 -1.4811 3.5319
92 H -2.2785 -2.6990 2.3053

## Properties
Energy above the lowest of the compared OMol25 structures with the same formula, charge and spin (eV): 2.4526
Net charge: +1
Multiplicity: 2
Orbital gap (alpha / beta) (hartree): 0.222 / 0.192